Record 1
Entry from OMol25: a 2-piece molecular cluster, C5H13N2O overall (ωB97M-V/def2-TZVPD).

XYZ file:
```
21
Properties=species:S:1:pos:R:3:forces:R:3
C -2.212 0.499 0.286 0.3 0.0 0.2
O -0.860 0.442 0.385 0.1 0.0 0.0
C -2.867 -0.810 0.747 -0.2 0.1 0.0
N -2.414 -1.913 -0.102 0.0 -0.2 0.0
H -2.661 1.296 0.923 -0.1 0.1 0.0
H -2.541 0.705 -0.751 -0.3 0.0 -0.2
H -2.559 -0.924 1.794 0.0 -0.1 0.1
H -3.966 -0.750 0.718 0.1 0.0 -0.1
H -1.411 -1.779 -0.207 0.1 0.1 0.0
H -2.526 -2.803 0.372 0.0 0.1 0.0
N 1.196 -0.703 -1.084 -0.4 -0.2 0.0
C 2.091 0.438 -1.116 0.1 0.2 -0.2
C 3.360 1.418 0.786 0.6 0.0 -0.1
C 2.215 1.044 0.243 0.0 0.0 0.2
H 0.913 -0.921 -2.033 0.0 -0.1 0.0
H 0.321 -0.403 -0.588 0.2 0.0 0.0
H 1.756 1.241 -1.800 -0.1 0.0 0.1
H 3.078 0.136 -1.485 0.1 0.0 0.1
H 3.421 1.888 1.756 -0.1 0.0 0.2
H 4.311 1.275 0.271 -0.1 0.0 0.0
H 1.282 1.174 0.782 -0.2 0.0 -0.1
```
Positions in Å, forces in eV/Å.

The molar mass comes out at 117.172 g/mol. As for the total charge: -1. The HOMO-LUMO gap comes out at 7.089 eV. For the total energy, the calculation gives -383.03068 Ha. Its HOMO energy is -0.1153 Eh. As for the LUMO energy: 3.95 eV. The calculation puts the energy above the lowest of the compared OMol25 structures with the same formula, charge and spin at 87.1 kJ/mol.

These are the natural (NBO) partial charges, in e, on atoms 1 to 8:
1 C -0.02
2 O -0.98
3 C -0.24
4 N -0.86
5 H 0.09
6 H 0.09
7 H 0.15
8 H 0.14



Record 2
Entry from OMol25: an isolated ion of composition C5H13N2O and charge -1 (ωB97M-V/def2-TZVPD).

XYZ file:
```
21
Properties=species:S:1:pos:R:3:forces:R:3
C 1.010 1.173 -0.038 1.2 0.1 -1.7
N 0.695 0.397 -1.275 -1.2 0.2 1.1
C -0.518 1.061 -1.971 1.3 0.3 -1.4
O -1.696 0.693 -1.600 -0.5 -0.1 0.8
C 1.230 0.262 1.163 -1.6 0.8 1.1
C -0.151 -0.420 1.615 0.6 2.4 0.8
C -0.460 -1.695 0.814 -0.2 -1.5 0.8
N -1.851 -1.755 0.187 0.6 1.6 0.3
H 0.149 1.878 0.042 0.7 -0.5 0.6
H 1.946 1.794 -0.228 -0.9 -0.4 0.4
H 1.461 0.267 -1.912 0.3 0.4 -0.1
H -0.216 2.154 -1.832 -0.6 0.0 -0.1
H -0.337 0.900 -3.088 0.3 -0.2 0.3
H 1.699 0.796 2.044 -0.7 -0.2 -0.8
H 1.934 -0.503 0.924 0.6 -0.7 -0.4
H -0.943 0.398 1.466 0.9 -1.3 0.1
H 0.025 -0.463 2.717 -0.8 -0.8 -0.6
H -0.357 -2.687 1.495 0.0 2.2 -1.4
H 0.401 -1.605 0.118 -1.1 -1.0 -0.3
H -2.227 -0.765 0.193 0.7 -1.3 -0.1
H -1.794 -1.880 -0.834 0.4 0.0 0.6
```
Positions in Å, forces in eV/Å.

Its SMILES is NCCCCNC[O-]. The molar mass comes out at 117.172 g/mol. As for the total charge: -1. The HOMO-LUMO gap comes out at 6.850 eV. For the total energy, the calculation gives -383.00263 Ha. Its HOMO energy is -0.1029 Eh. As for the LUMO energy: 4.05 eV. The calculation puts the energy above the lowest of the compared OMol25 structures with the same formula, charge and spin at 160.8 kJ/mol.

These are the natural (NBO) partial charges, in e, on atoms 1 to 8:
1 C -0.24
2 N -0.72
3 C 0.17
4 O -0.91
5 C -0.40
6 C -0.42
7 C -0.24
8 N -0.88



Record 3
Entry from OMol25: a 2-piece molecular cluster, C5H13N2O overall (ωB97M-V/def2-TZVPD).

XYZ file:
```
21
Properties=species:S:1:pos:R:3:forces:R:3
N -0.560 -2.590 -1.900 -0.3 -0.6 0.3
C 0.291 -1.458 -1.744 -0.5 0.5 -0.1
C 0.577 -1.225 -0.227 0.9 -3.6 0.4
N 0.888 0.036 0.427 -0.2 0.7 -2.4
C -1.234 0.267 1.624 0.7 -0.9 -0.7
C -0.288 0.953 0.627 0.3 -0.9 0.7
C 0.232 2.300 1.258 -0.9 -0.6 0.1
O -0.679 2.949 2.029 0.2 0.3 -0.3
H -0.255 -0.548 -2.133 0.7 0.3 0.0
H -0.980 -2.633 -2.828 0.3 0.2 -0.1
H 1.285 -1.560 -2.242 -0.2 0.4 -0.2
H 1.308 0.972 -1.990 -0.1 0.1 -0.1
H -0.111 -1.972 0.192 -0.8 1.1 0.7
H 1.488 -1.842 -0.035 0.1 0.3 -0.3
H 1.342 0.380 -0.487 0.1 0.8 1.7
H -1.639 -0.609 1.094 -0.5 0.3 0.3
H -1.962 0.950 2.047 -0.1 0.1 -0.2
H -0.632 -0.169 2.432 0.0 0.3 0.1
H -0.779 0.997 -0.359 -0.2 0.7 0.3
H 1.115 1.915 1.835 0.1 0.4 -0.2
H 0.594 2.887 0.379 0.4 0.2 0.0
```
Positions in Å, forces in eV/Å.

The molar mass comes out at 117.172 g/mol. As for the total charge: -2. As for the spin multiplicity: 2. The HOMO-LUMO gap (spin up / spin down) comes out at 6.350 / 4.237 eV. Its expectation value of S² is 0.7592. For the total energy, the calculation gives -382.75293 Ha. Its HOMO energy (spin up / spin down) is 0.0306 / 0.0447 Eh. As for the LUMO energy (spin up / spin down): 7.18 / 5.45 eV. The calculation puts the energy above the lowest of the compared OMol25 structures with the same formula, charge and spin at 379.2 kJ/mol.

These are the natural (NBO) partial charges, in e, on atoms 1 to 8:
1 N -1.11
2 C -0.23
3 C -0.27
4 N -0.63
5 C -0.64
6 C -0.08
7 C -0.02
8 O -0.99



Record 4
Entry from OMol25: an isolated ion of composition C5H13N2O and charge +1 (ωB97M-V/def2-TZVPD).

XYZ file:
```
21
Properties=species:S:1:pos:R:3:forces:R:3
O -3.066 1.826 -0.298 0.3 -0.1 0.0
C -2.317 1.072 -0.851 0.1 0.5 0.3
C -1.364 0.160 -0.023 -1.2 0.0 -1.1
C -0.409 -0.602 -0.937 1.6 0.4 0.6
C 1.066 -0.108 -0.934 0.2 0.0 -0.5
C 1.922 -0.855 0.071 -0.1 -0.4 0.4
N 1.337 -0.691 1.426 0.6 0.0 0.3
N -0.741 1.051 0.990 0.8 0.0 0.2
H -2.219 1.053 -1.948 -0.1 -0.3 0.0
H -2.025 -0.548 0.473 0.0 0.1 0.3
H -0.742 -0.577 -1.963 -0.5 0.1 -0.2
H -0.361 -1.648 -0.661 -0.2 -0.2 0.1
H 1.439 -0.242 -1.949 0.2 -0.1 0.1
H 1.205 0.970 -0.766 -0.3 0.0 -0.1
H 2.965 -0.538 0.099 -0.2 0.3 -0.2
H 1.948 -1.913 -0.179 0.0 -0.1 -0.2
H 0.828 -1.530 1.675 0.0 -0.1 0.1
H 2.098 -0.633 2.101 -0.3 0.0 -0.1
H 0.233 1.184 0.695 0.0 0.2 0.1
H -1.194 1.965 1.080 -0.4 -0.2 0.0
H -0.604 0.603 1.898 -0.2 0.0 0.0
```
Positions in Å, forces in eV/Å.

Its SMILES is NCCC[C@@H]([NH3+])C=O. The molar mass comes out at 117.172 g/mol. As for the total charge: +1. The HOMO-LUMO gap comes out at 10.555 eV. For the total energy, the calculation gives -382.79793 Ha. Its HOMO energy is -0.5233 Eh. As for the LUMO energy: -3.69 eV. The calculation puts the energy above the lowest of the compared OMol25 structures with the same formula, charge and spin at 167.3 kJ/mol.

These are the natural (NBO) partial charges, in e, on atoms 1 to 8:
1 O -0.47
2 C 0.43
3 C -0.17
4 C -0.43
5 C -0.42
6 C -0.23
7 N -0.91
8 N -0.69



Record 5
Entry from OMol25: an isolated ion of composition C5H13N2O and charge +1 (ωB97M-V/def2-TZVPD).

XYZ file:
```
21
Properties=species:S:1:pos:R:3:forces:R:3
N -1.897 1.481 0.899 0.7 1.1 0.3
C -0.739 0.996 -0.010 -1.6 -0.6 1.3
C -1.317 0.522 -1.338 0.7 -1.2 -0.6
C -0.201 -0.208 0.794 0.9 0.2 0.3
N 1.018 -0.658 0.483 -0.5 0.3 -0.5
C 1.848 -0.270 -0.651 0.4 0.1 -0.3
C 2.348 -1.463 -1.451 0.1 -0.4 -0.9
O -0.861 -0.651 1.716 -0.3 0.0 0.2
H -1.707 2.464 1.116 -0.7 0.0 -0.4
H -2.822 1.324 0.513 -0.1 0.3 -0.3
H -1.923 1.037 1.824 0.6 -0.9 -0.1
H -0.048 1.835 0.002 0.1 -0.1 -0.5
H -1.138 -0.559 -1.420 0.3 0.1 0.0
H -0.803 0.950 -2.194 -0.3 0.3 0.0
H -2.398 0.506 -1.460 -0.1 0.9 0.2
H 1.328 -1.406 1.079 0.2 -0.3 0.0
H 1.300 0.337 -1.368 -0.4 0.1 0.2
H 2.646 0.397 -0.313 0.2 -0.4 0.1
H 1.559 -1.905 -2.071 -0.2 0.1 0.4
H 2.808 -2.293 -0.914 0.0 0.3 0.4
H 3.065 -1.138 -2.208 0.2 0.2 0.3
```
Positions in Å, forces in eV/Å.

Its SMILES is CCNC(=O)[C@@H](C)[NH3+]. The molar mass comes out at 117.172 g/mol. As for the total charge: +1. The HOMO-LUMO gap comes out at 10.524 eV. For the total energy, the calculation gives -382.82712 Ha. Its HOMO energy is -0.5109 Eh. As for the LUMO energy: -3.38 eV. The calculation puts the energy above the lowest of the compared OMol25 structures with the same formula, charge and spin at 90.6 kJ/mol.

These are the natural (NBO) partial charges, in e, on atoms 1 to 8:
1 N -0.68
2 C -0.13
3 C -0.66
4 C 0.66
5 N -0.58
6 C -0.23
7 C -0.63
8 O -0.62



Record 6
Entry from OMol25: an isolated ion of composition C5H13N2O and charge +1 (ωB97M-V/def2-TZVPD).

XYZ file:
```
21
Properties=species:S:1:pos:R:3:forces:R:3
C -1.766 1.807 1.503 0.3 -0.2 1.3
O -1.727 1.053 2.732 -0.1 -0.2 -0.2
C -1.246 0.966 0.360 0.4 -0.5 -0.9
C 0.149 0.367 0.637 -1.6 -0.2 0.3
C 0.550 -0.687 -0.354 1.2 -0.1 0.2
C 0.769 -0.378 -1.653 -0.8 0.0 0.7
N 1.657 -1.227 -2.452 0.0 0.0 -1.1
N 0.959 -1.850 0.225 0.2 -0.2 -0.2
H -1.213 2.730 1.673 0.1 0.1 -0.4
H -2.816 2.039 1.404 -0.2 0.2 -0.5
H -0.915 1.209 3.221 0.0 0.2 -0.1
H -1.928 0.123 0.196 0.0 0.0 0.2
H -1.225 1.475 -0.609 -0.2 0.4 0.3
H 0.016 -0.118 1.608 0.4 0.1 0.0
H 0.936 1.113 0.698 0.0 0.1 0.0
H 0.155 0.370 -2.122 0.6 0.3 -0.4
H 1.217 -1.768 -3.212 -0.1 -0.1 0.4
H 2.383 -0.681 -2.939 -0.2 0.1 0.3
H 2.160 -1.859 -1.834 0.1 -0.2 0.0
H 0.785 -1.979 1.208 0.1 0.0 0.0
H 1.101 -2.706 -0.292 -0.2 0.1 0.1
```
Positions in Å, forces in eV/Å.

Its SMILES is N/C(=C\[NH3+])CCCO. The molar mass comes out at 117.172 g/mol. As for the total charge: +1. The HOMO-LUMO gap comes out at 9.343 eV. For the total energy, the calculation gives -382.78264 Ha. Its HOMO energy is -0.4781 Eh. As for the LUMO energy: -3.67 eV. The calculation puts the energy above the lowest of the compared OMol25 structures with the same formula, charge and spin at 207.4 kJ/mol.

These are the natural (NBO) partial charges, in e, on atoms 1 to 8:
1 C -0.07
2 O -0.73
3 C -0.41
4 C -0.45
5 C 0.28
6 C -0.28
7 N -0.67
8 N -0.79



Record 7
Entry from OMol25: an isolated ion of composition C5H13N2O2S and charge +1 (ωB97M-V/def2-TZVPD).

XYZ file:
```
23
Properties=species:S:1:pos:R:3:forces:R:3
C -0.497 2.366 -1.330 -0.3 -1.6 -2.3
C -0.783 -2.079 -0.349 -3.4 -0.8 -2.4
C -0.493 -0.878 1.792 1.0 1.4 0.3
C -0.953 1.107 -0.515 1.4 1.2 -1.7
C 0.259 0.255 -0.481 0.9 -0.9 0.6
N 1.321 1.078 0.112 0.6 -1.0 0.2
N 0.033 -1.058 0.353 0.6 -2.5 0.1
O 3.395 1.190 1.412 2.1 0.5 0.7
O 2.642 -1.041 0.397 1.6 1.7 0.2
S 2.625 0.415 0.555 -3.9 -2.1 -0.7
H 0.298 2.904 -0.825 0.3 -0.2 -0.6
H -1.316 3.033 -1.394 -1.0 0.7 -0.1
H -0.323 2.014 -2.506 0.1 1.1 3.2
H -0.221 -2.783 -0.982 0.5 1.0 -0.2
H -1.359 -2.884 0.213 0.8 1.7 0.5
H -1.586 -1.545 -0.997 1.4 -1.0 1.0
H -1.530 -1.327 1.908 1.4 1.0 -0.3
H 0.201 -1.306 2.556 -0.5 -0.2 -1.0
H -0.364 0.245 1.963 -0.9 -1.6 0.1
H -1.678 0.635 -1.165 -0.8 -0.2 0.8
H -1.148 1.363 0.508 -1.1 0.2 0.3
H 0.524 -0.091 -1.475 0.1 -0.2 -0.1
H 0.952 -1.613 0.250 -1.0 1.7 1.3
```
Positions in Å, forces in eV/Å.

Its SMILES is CC[C@@H](N=S(=O)=O)[NH+](C)C. The molar mass comes out at 165.238 g/mol. As for the total charge: +1. The HOMO-LUMO gap comes out at 10.017 eV. For the total energy, the calculation gives -856.10179 Ha. Its HOMO energy is -0.5680 Eh. As for the LUMO energy: -5.44 eV. The calculation puts the energy above the lowest of the compared OMol25 structures with the same formula, charge and spin at 225.3 kJ/mol.

These are the natural (NBO) partial charges, in e, on atoms 1 to 8:
1 C -0.59
2 C -0.47
3 C -0.44
4 C -0.45
5 C 0.14
6 N -0.82
7 N -0.43
8 O -0.74



Record 8
Entry from OMol25: an isolated ion of composition C5H13N2OS2 and charge +1 (ωB97M-V/def2-TZVPD).

XYZ file:
```
23
Properties=species:S:1:pos:R:3:forces:R:3
C 0.498 -0.322 -0.193 0.2 -0.7 1.3
C -0.459 -2.742 -0.356 -1.8 2.9 -1.2
C 0.222 3.287 -0.435 0.3 1.4 1.7
C -0.812 0.604 -0.113 0.2 0.7 1.8
C 0.082 -1.643 0.482 0.7 1.7 -5.4
N 0.979 -0.454 -1.542 -0.6 -2.7 1.6
N 0.273 -1.762 1.764 0.7 0.7 3.6
O 1.500 0.360 0.639 1.9 -1.3 -1.7
S -0.933 1.200 1.656 -1.5 0.5 -0.5
S -0.686 2.008 -1.196 -0.7 0.6 -0.5
H 0.139 -3.055 -1.173 0.9 -0.4 -0.7
H -1.457 -2.428 -0.837 1.0 -0.4 0.5
H -0.685 -3.556 0.220 -0.5 -2.3 1.5
H 1.298 2.940 -0.328 -1.1 0.5 0.0
H -0.207 3.579 0.631 1.0 -0.8 -2.2
H 0.113 4.169 -1.116 0.3 -0.8 0.6
H -1.764 0.141 -0.440 0.8 -0.2 0.1
H 0.913 0.364 -2.055 0.0 1.8 -1.3
H 0.439 -1.200 -1.988 0.5 0.4 -0.2
H 2.454 -0.042 0.382 -3.3 1.1 0.7
H -0.373 -2.500 2.094 0.9 1.2 1.2
H 0.636 -0.848 2.240 -1.3 -2.9 -0.5
H -2.171 1.902 1.664 1.3 -1.0 -0.4
```
Positions in Å, forces in eV/Å.

The molar mass comes out at 181.306 g/mol. As for the total charge: +1. As for the spin multiplicity: 3. The HOMO-LUMO gap (spin up / spin down) comes out at 6.048 / 5.487 eV. Its expectation value of S² is 2.0068. For the total energy, the calculation gives -1179.02069 Ha. Its HOMO energy (spin up / spin down) is -0.3329 / -0.4942 Eh. As for the LUMO energy (spin up / spin down): -3.01 / -7.96 eV. The calculation puts the energy above the lowest of the compared OMol25 structures with the same formula, charge and spin at 50.4 kJ/mol.

These are the natural (NBO) partial charges, in e, on atoms 1 to 8:
1 C 0.38
2 C -0.65
3 C -0.88
4 C -0.59
5 C 0.08
6 N -0.82
7 N -0.77
8 O -0.77



Record 9
Entry from OMol25: an isolated ion of composition C5H13N2S and charge -1 (ωB97M-V/def2-TZVPD).

XYZ file:
```
21
Properties=species:S:1:pos:R:3:forces:R:3
N 1.144 1.424 2.111 2.6 0.3 -2.6
C 0.793 0.323 1.136 0.6 0.3 -0.1
C 1.067 -1.128 1.654 -0.9 0.9 1.3
S 0.523 -2.447 0.545 0.4 -0.9 0.4
C -0.634 0.665 0.591 1.5 -1.2 -1.6
N -0.408 0.919 -0.873 0.3 -0.2 1.7
C -0.165 -0.305 -1.639 2.9 0.4 1.0
C -1.355 -0.649 -2.525 0.1 -5.0 4.6
H 1.452 2.290 1.504 -1.5 -2.1 2.3
H 0.522 1.517 2.883 -0.5 0.6 0.1
H 1.530 0.521 0.283 -1.1 -0.5 1.0
H 2.152 -1.128 1.875 -0.5 -0.3 0.1
H 0.465 -1.319 2.615 1.1 0.6 -0.9
H -0.767 1.560 1.151 -1.2 0.9 -0.2
H -1.416 -0.107 0.780 0.5 0.3 0.0
H -1.058 1.549 -1.254 -1.1 0.6 -0.7
H 0.061 -1.097 -0.838 -0.4 0.8 -1.5
H 0.928 -0.122 -2.139 -2.6 -0.7 0.3
H -1.509 -1.837 -2.627 0.8 2.4 -0.2
H -1.135 -0.204 -3.382 -0.6 2.0 -4.0
H -2.190 -0.423 -1.851 -0.3 0.7 -1.0
```
Positions in Å, forces in eV/Å.

Its SMILES is CCNC[C@@H](N)C[S-]. The molar mass comes out at 133.240 g/mol. As for the total charge: -1. The HOMO-LUMO gap comes out at 6.309 eV. For the total energy, the calculation gives -705.93724 Ha. Its HOMO energy is -0.0859 Eh. As for the LUMO energy: 3.97 eV. The calculation puts the energy above the lowest of the compared OMol25 structures with the same formula, charge and spin at 265.1 kJ/mol.

These are the natural (NBO) partial charges, in e, on atoms 1 to 8:
1 N -0.90
2 C -0.05
3 C -0.54
4 S -0.62
5 C -0.26
6 N -0.67
7 C -0.31
8 C -0.64



Record 10
Entry from OMol25: C5H13N3 as an isolated structure (ωB97M-V/def2-TZVPD).

XYZ file:
```
21
Properties=species:S:1:pos:R:3:forces:R:3
C -1.271 -0.306 -1.326 0.3 0.1 0.5
C -1.718 0.910 0.716 0.6 -0.4 0.0
N -0.731 0.069 -0.006 -0.9 -0.9 0.5
C 1.115 0.932 -0.115 1.9 -0.5 -0.6
N 1.399 1.836 -0.959 -1.6 -0.9 0.3
H 1.218 1.581 -1.928 0.5 -0.1 -0.1
H 1.297 1.173 0.928 -0.6 -0.3 0.3
H -2.212 -0.845 -1.208 -0.1 -0.1 0.0
H -1.483 0.585 -1.916 0.3 0.0 0.0
H -1.950 1.791 0.118 0.2 0.0 0.1
H -1.296 1.195 1.676 -0.1 0.2 0.0
H -2.645 0.365 0.900 -0.1 -0.1 0.0
H -0.549 -0.955 -1.818 0.1 0.1 -0.2
C 2.178 -0.711 -0.121 -1.1 -0.3 -0.6
C -0.292 -1.137 0.741 -0.8 1.4 0.5
N -0.026 -1.175 1.978 0.1 -0.4 -0.6
H -0.033 -0.283 2.466 -0.2 0.1 -0.2
H -0.297 -2.037 0.140 0.1 -0.1 0.0
H 2.507 -0.552 -1.151 1.7 1.8 1.1
H 2.561 -1.737 -0.088 -2.1 -1.8 -0.5
H 2.230 -0.699 0.974 1.9 2.0 -0.2
```
Positions in Å, forces in eV/Å.

The molar mass comes out at 115.180 g/mol. The HOMO-LUMO gap comes out at 8.258 eV. For the total energy, the calculation gives -362.32159 Ha. Its HOMO energy is -0.2787 Eh. As for the LUMO energy: 0.67 eV. The calculation puts the energy above the lowest of the compared OMol25 structures with the same formula, charge and spin at 684.4 kJ/mol.

These are the natural (NBO) partial charges, in e, on atoms 1 to 8:
1 C -0.42
2 C -0.41
3 N -0.43
4 C 0.27
5 N -0.74
6 H 0.34
7 H 0.16
8 H 0.20